Below is C5H8N4 as an isolated structure at a distorted geometry, with properties calculated with the ωB97M-V functional and the def2-TZVPD basis.

CARTESIAN COORDINATES (ANGSTROEM)
C -1.980 1.420 0.430
C 1.588 0.672 0.230
C 1.674 -0.094 -1.000
C 1.919 -0.651 -2.096
C -0.778 -0.705 0.293
H -2.506 0.677 1.644
H -1.353 2.790 1.019
H -3.065 1.467 -0.545
H 2.606 0.649 1.002
H 2.352 -1.324 -2.900
H 0.302 -0.888 2.209
H 0.133 -2.490 1.582
H -1.299 -0.537 -1.693
N -0.715 0.774 0.031
N 0.548 1.122 0.799
N 0.058 -1.296 1.283
N -1.563 -1.200 -0.608

- energy above the lowest of the compared OMol25 structures with the same formula, charge and spin (kcal/mol) = 279.82
- frontier orbital gap (eV) = 9.1
- energy (eV) = -11262.418
- HOMO level (eV) = -8.8209


Below is one molecule with the formula CH4N2 at a distorted geometry, with properties calculated with the ωB97M-V functional and the def2-TZVPD basis.

CARTESIAN COORDINATES (ANGSTROEM)
N -0.376 0.081 0.861
C 0.308 0.356 -0.345
N 0.251 -0.417 -1.352
H -0.340 0.595 1.716
H -0.259 -0.917 0.919
H 1.112 1.111 -0.407
H -0.697 -0.810 -1.393

- SMILES = [H]/N=C\N
- energy above the lowest of the compared OMol25 structures with the same formula, charge and spin (kcal/mol) = 40.31
- frontier orbital gap (eV) = 10.5
- energy (eV) = -4081.134
- HOMO level (eV) = -9.4152


Below is C5H10N2 as an isolated structure at a distorted geometry, with properties calculated with the ωB97M-V functional and the def2-TZVPD basis.

CARTESIAN COORDINATES (ANGSTROEM)
C 0.968 -0.669 1.633
N 1.246 0.774 -0.852
C -0.069 1.076 -0.849
C 0.106 -0.623 0.412
N -0.695 0.940 -2.039
C -0.843 1.115 0.353
C -0.447 -1.674 -0.185
H 1.714 1.212 -0.063
H -0.136 0.641 -2.821
H -1.691 0.827 -2.088
H 1.884 -1.227 1.429
H 1.257 0.317 1.988
H 0.420 -1.156 2.442
H -0.423 1.642 1.197
H -1.922 1.060 0.269
H -1.041 -1.605 -1.085
H -0.328 -2.652 0.260

- energy above the lowest of the compared OMol25 structures with the same formula, charge and spin (kcal/mol) = 89.71
- frontier orbital gap (eV) = 8.0
- energy (eV) = -8323.443
- HOMO level (eV) = -7.1304


Below is a 2-piece molecular cluster, C5H11N3 overall at a distorted geometry, with properties calculated with the ωB97M-V functional and the def2-TZVPD basis.

CARTESIAN COORDINATES (ANGSTROEM)
C 0.989 -0.163 0.283
C -0.172 -1.283 0.863
C -1.472 -0.481 0.517
C -1.160 0.246 -0.713
C 0.101 0.895 -0.473
H 3.071 -0.476 0.000
H 1.337 -1.595 -1.011
H 1.340 0.150 1.194
H -0.080 -1.939 0.070
H 0.237 -1.864 1.632
H -1.360 0.368 1.273
H -2.735 -0.801 -1.259
H -1.038 -0.544 -1.518
H 0.682 1.126 -1.473
H 1.022 2.004 0.942
H -0.195 3.000 0.070
N 2.066 -0.453 -0.719
N -2.645 -0.073 -0.302
N 0.012 1.883 0.623

- energy above the lowest of the compared OMol25 structures with the same formula, charge and spin (kcal/mol) = 244.84
- frontier orbital gap (eV) = 9.3
- energy (eV) = -9823.289
- HOMO level (eV) = -8.8174


Below is C39H54FN4O2SeZn as an isolated structure, with properties calculated with the ωB97M-V functional and the def2-TZVPD basis.

CARTESIAN COORDINATES (ANGSTROEM)
Zn -0.523 -1.241 -1.010
C 2.496 3.705 2.358
C 2.812 3.924 0.869
C 4.307 4.235 0.711
C 2.019 5.140 0.385
C 2.444 2.663 0.088
C 1.395 2.608 -0.818
C 1.050 1.413 -1.427
Se -0.471 1.354 -2.604
C -1.930 1.525 -1.359
C -2.201 2.743 -0.763
C -3.248 2.880 0.138
C -4.040 1.752 0.357
C -3.811 0.508 -0.227
C -2.696 0.355 -1.097
O -2.358 -0.812 -1.606
C -4.704 -0.698 0.095
C -5.884 -0.322 0.995
C -5.280 -1.278 -1.207
C -3.893 -1.780 0.827
C -3.501 4.228 0.818
C -3.933 5.264 -0.231
C -2.213 4.716 1.499
C -4.591 4.139 1.887
C 1.741 0.191 -1.199
O 1.321 -0.929 -1.763
C 2.822 0.250 -0.273
C 3.124 1.472 0.319
C 3.634 -0.960 0.230
C 3.270 -2.297 -0.420
C 5.129 -0.726 -0.043
C 3.409 -1.113 1.745
H 2.746 4.597 2.945
H 1.433 3.487 2.490
H 3.060 2.859 2.759
H 4.564 5.151 1.253
H 4.931 3.428 1.104
H 4.560 4.373 -0.343
H 2.341 6.029 0.934
H 2.178 5.320 -0.682
H 0.947 5.011 0.557
H 0.811 3.489 -1.052
H -1.572 3.590 -1.013
H -4.871 1.840 1.042
H -6.522 0.438 0.534
H -6.493 -1.214 1.166
H -5.550 0.045 1.969
H -5.930 -0.544 -1.694
H -4.475 -1.547 -1.892
H -5.874 -2.173 -0.989
H -3.447 -1.374 1.740
H -4.546 -2.618 1.100
H -3.088 -2.158 0.200
H -3.171 5.374 -1.007
H -4.862 4.949 -0.715
H -4.097 6.243 0.233
H -1.409 4.871 0.775
H -2.388 5.665 2.017
H -1.866 3.979 2.229
H -5.564 3.893 1.451
H -4.349 3.382 2.638
H -4.686 5.104 2.394
H 3.927 1.488 1.050
H 3.372 -2.240 -1.502
H 3.951 -3.066 -0.033
H 2.243 -2.585 -0.190
H 5.315 -0.664 -1.120
H 5.490 0.198 0.412
H 5.719 -1.556 0.362
H 2.341 -1.212 1.961
H 3.923 -2.008 2.116
H 3.788 -0.252 2.302
F 0.105 -1.049 5.149
C -0.039 -1.095 3.794
C -0.159 0.086 3.093
C -0.304 0.023 1.708
C -0.326 -1.189 0.997
C -0.207 -2.346 1.778
C -0.064 -2.321 3.167
H -0.136 1.032 3.624
H -0.394 0.964 1.171
H -0.231 -3.325 1.299
H 0.027 -3.230 3.752
C 3.504 -4.915 -3.574
C 2.560 -6.075 -3.276
C 2.576 -6.435 -1.791
C 1.142 -5.782 -3.783
N 0.366 -4.900 -2.917
C 0.393 -3.577 -2.755
N -0.499 -3.269 -1.846
N -1.037 -4.430 -1.404
N -0.515 -5.419 -2.034
H 4.513 -5.139 -3.223
H 3.183 -4.008 -3.060
H 3.556 -4.707 -4.647
H 2.894 -6.946 -3.848
H 2.391 -5.551 -1.174
H 3.554 -6.831 -1.512
H 1.818 -7.182 -1.545
H 0.565 -6.701 -3.853
H 1.184 -5.326 -4.772
H 1.002 -2.863 -3.294

- frontier orbital gap (eV) = 6.6
- charge = -1
- energy (eV) = -167859.997
- HOMO level (eV) = -4.4366


Below is C16H13B2Cl2F9N4O6SV as an isolated structure at a distorted geometry, with properties calculated with the ωB97M-V functional and the def2-TZVPD basis.

CARTESIAN COORDINATES (ANGSTROEM)
V -0.464 0.516 -0.704
C 1.772 0.264 -4.377
C 1.145 0.099 -3.044
N 0.150 0.805 -2.612
O -0.356 1.735 -3.415
B -1.180 2.740 -2.685
F -0.452 3.065 -1.515
F -1.461 3.779 -3.459
O -2.443 2.078 -2.192
N -2.233 1.218 -1.213
C -3.136 1.046 -0.300
C -4.387 1.839 -0.234
C -2.829 -0.050 0.623
N -1.658 -0.544 0.433
O -1.213 -1.608 1.081
B -0.442 -2.462 0.098
F -0.334 -3.711 0.540
F -1.109 -2.293 -1.137
O 0.916 -1.858 -0.097
N 0.832 -0.883 -1.014
C 1.512 -0.959 -2.108
C 2.491 -2.026 -2.399
C -3.793 -0.585 1.614
H 1.519 1.242 -4.785
H 1.387 -0.496 -5.063
H 2.853 0.148 -4.317
H -4.374 2.614 -1.000
H -4.477 2.306 0.749
H -5.260 1.204 -0.385
H 2.203 -2.936 -1.871
H 3.474 -1.740 -2.017
H 2.579 -2.217 -3.464
H -4.252 0.221 2.184
H -3.283 -1.277 2.283
H -4.593 -1.124 1.102
F 4.097 -3.915 2.277
C 3.328 -2.905 2.634
C 3.092 -1.867 1.727
F 3.648 -1.900 0.518
C 2.261 -0.821 2.081
F 1.984 0.145 1.181
C 1.654 -0.756 3.346
S 0.593 0.526 3.749
C 1.929 -1.798 4.256
F 1.376 -1.754 5.458
C 2.746 -2.866 3.906
F 2.967 -3.855 4.756
Cl -0.150 5.046 0.915
C 0.610 3.520 1.408
Cl 1.930 3.057 0.320
C -0.468 2.443 1.321
O -1.538 2.473 1.870
O -0.159 1.452 0.546
H 0.994 3.625 2.429

- energy above the lowest of the compared OMol25 structures with the same formula, charge and spin (kcal/mol) = 48.53
- spin multiplicity = 3
- frontier orbital gap (alpha / beta) (eV) = 6.0 / 6.6
- charge = +1
- energy (eV) = -122423.217
- HOMO level (alpha / beta) (eV) = -11.8843 / -12.2843


The lowest energy belongs to which entry?
C39H54FN4O2SeZn


The highest energy belongs to which entry?
CH4N2